C10H10O | ωB97M-V/def2-TZVPD

The geometry in ORCA input format:
```
! wB97M-V def2-TZVPD RIJCOSX def2/J DEFGRID3
* xyz 0 1
C 1.40339 -2.14616 -1.03237
C 1.72789 -1.42708 0.19705
C 2.64002 -1.89690 0.99637
O 2.50859 -1.70729 2.38376
C 0.84765 -0.39460 0.66351
C -0.33035 0.52319 0.22364
C -0.48779 0.90725 -1.06980
C -1.59061 1.80468 -1.30987
C -2.44912 2.49421 -0.38867
C -2.27940 2.01517 0.95304
C -1.18003 1.21479 1.12948
H 0.26005 -2.00743 -1.14732
H 1.51866 -3.22329 -1.13053
H 1.83499 -1.80936 -1.92772
H 3.51332 -2.46988 0.54488
H 0.83069 -0.43121 1.89121
H 0.15118 0.24424 -1.69793
H -1.77437 1.69242 -2.33992
H -3.15383 3.39651 -0.67202
H -2.87893 2.36980 1.61793
H -1.11201 0.85093 2.11528
*
```

Relative energy (zero: lowest compared OMol25 entry of this formula, charge and spin), kcal per mole: 145.9
LUMO level, eV: -1.191
SMILES: C/C(C=O)=C\c1ccccc1
HOMO-LUMO gap, Ha: 0.2720

The computed natural (NBO) charges, all in e, follow: atom 1 (C): -0.64, atom 2 (C): -0.22, atom 3 (C): 0.33, atom 4 (O): -0.59, atom 5 (C): 0.00, atom 6 (C): -0.09, atom 7 (C): -0.19, atom 8 (C): -0.23, atom 9 (C): -0.18, atom 10 (C): -0.19, atom 11 (C): -0.18, atom 12 (H): 0.22, atom 13 (H): 0.24, atom 14 (H): 0.22, atom 15 (H): 0.17, atom 16 (H): 0.26, atom 17 (H): 0.23, atom 18 (H): 0.21, atom 19 (H): 0.24, atom 20 (H): 0.20, atom 21 (H): 0.21

***

C24H38FeN2O2S3Si2 | ωB97M-V/def2-TZVPD

The geometry in ORCA input format:
```
! wB97M-V def2-TZVPD RIJCOSX def2/J DEFGRID3
* xyz 0 5
Fe 0.53596 0.23739 -0.52385
C 3.47577 -0.25262 1.55915
C 2.67446 0.57680 2.55833
S 1.01154 1.02661 1.98498
C 1.03281 2.81821 2.27452
C 2.11742 3.66106 1.60271
S 2.11410 3.52399 -0.19536
C 3.82971 3.14207 -0.59589
C 4.45436 1.93342 0.09427
S 3.52872 0.39123 -0.12374
H 4.48627 -0.40300 1.94433
H 3.02562 -1.24139 1.45632
H 2.57872 0.02074 3.49227
H 3.20116 1.50017 2.79356
H 0.04481 3.16377 1.96798
H 1.09172 2.96340 3.35574
H 1.93935 4.69912 1.89025
H 3.10201 3.40483 1.99274
H 3.80195 2.98641 -1.67617
H 4.46675 4.01033 -0.41446
H 5.45865 1.79370 -0.30929
H 4.57516 2.12064 1.16223
O 0.83245 2.51123 -3.84576
C 0.57461 2.00699 -2.76728
O 1.20161 1.03949 -2.20009
C -0.59979 2.56189 -1.96555
C -1.38809 3.57317 -2.49168
C -2.43427 4.06501 -1.73249
C -2.64854 3.53451 -0.46915
C -1.81409 2.52382 -0.02495
N -0.81327 2.03558 -0.75407
H -1.14867 3.94346 -3.47804
H -3.07307 4.84998 -2.11609
H -3.44945 3.88817 0.16511
H -1.95978 2.07985 0.94880
C -3.20284 -2.90986 1.53788
Si -1.80539 -1.63570 1.52318
C -2.61931 -0.09837 2.23745
C -0.59625 -2.22411 2.85126
C -0.92311 -1.38946 -0.10514
C 0.16607 -2.39516 -0.26584
C 0.06400 -3.78374 -0.06911
C 1.15650 -4.59507 -0.27910
C 2.35908 -4.03065 -0.69862
C 2.40302 -2.66342 -0.86537
N 1.35330 -1.86935 -0.63462
Si -1.96474 -1.49084 -1.66309
C -2.86072 -3.13678 -1.89214
C -3.29912 -0.16779 -1.70833
C -0.89096 -1.38097 -3.19966
H -3.56864 -2.99265 2.56548
H -2.89560 -3.90859 1.22289
H -4.05114 -2.61538 0.91750
H -3.23066 -0.39716 3.09228
H -3.26768 0.42112 1.52993
H -1.86937 0.60350 2.61228
H -1.14488 -2.66052 3.68911
H 0.00270 -1.39899 3.24094
H 0.08746 -2.98866 2.47784
H -0.88153 -4.20642 0.23969
H 1.07628 -5.66437 -0.12636
H 3.23383 -4.63420 -0.89420
H 3.30870 -2.17083 -1.19990
H -3.68361 -3.28445 -1.19279
H -2.17762 -3.98336 -1.79156
H -3.27712 -3.17797 -2.90207
H -3.86459 -0.12062 -0.77396
H -4.00427 -0.41580 -2.50555
H -2.90987 0.82996 -1.91413
H -0.31677 -2.30521 -3.31028
H -0.18854 -0.54922 -3.23142
H -1.54329 -1.29894 -4.07384
*
```

Relative energy (zero: lowest compared OMol25 entry of this formula, charge and spin), kcal per mole: 0.0
LUMO level (spin up / spin down), eV: 0.177 / 0.174
HOMO-LUMO gap (spin up / spin down), Ha: 0.2804 / 0.2948

The computed natural (NBO) charges, all in e, follow: atom 1 (Fe): 1.40, atom 2 (C): -0.55, atom 3 (C): -0.54, atom 4 (S): 0.23, atom 5 (C): -0.53, atom 6 (C): -0.56, atom 7 (S): 0.24, atom 8 (C): -0.54, atom 9 (C): -0.54, atom 10 (S): 0.26, atom 11 (H): 0.23, atom 12 (H): 0.24, atom 13 (H): 0.24, atom 14 (H): 0.22, atom 15 (H): 0.24, atom 16 (H): 0.22, atom 17 (H): 0.23, atom 18 (H): 0.21, atom 19 (H): 0.25, atom 20 (H): 0.22, atom 21 (H): 0.23, atom 22 (H): 0.21, atom 23 (O): -0.63, atom 24 (C): 0.75, atom 25 (O): -0.85, atom 26 (C): 0.10, atom 27 (C): -0.21, atom 28 (C): -0.16, atom 29 (C): -0.24, atom 30 (C): 0.03, atom 31 (N): -0.52, atom 32 (H): 0.26, atom 33 (H): 0.22, atom 34 (H): 0.22, atom 35 (H): 0.21, atom 36 (C): -1.13, atom 37 (Si): 1.73, atom 38 (C): -1.13, atom 39 (C): -1.13, atom 40 (C): -1.51, atom 41 (C): 0.28, atom 42 (C): -0.29, atom 43 (C): -0.14, atom 44 (C): -0.29, atom 45 (C): 0.06, atom 46 (N): -0.60, atom 47 (Si): 1.71, atom 48 (C): -1.13, atom 49 (C): -1.12, atom 50 (C): -1.13, atom 51 (H): 0.23, atom 52 (H): 0.23, atom 53 (H): 0.23, atom 54 (H): 0.24, atom 55 (H): 0.23, atom 56 (H): 0.23, atom 57 (H): 0.23, atom 58 (H): 0.23, atom 59 (H): 0.23, atom 60 (H): 0.23, atom 61 (H): 0.22, atom 62 (H): 0.22, atom 63 (H): 0.21, atom 64 (H): 0.23, atom 65 (H): 0.23, atom 66 (H): 0.23, atom 67 (H): 0.23, atom 68 (H): 0.24, atom 69 (H): 0.23, atom 70 (H): 0.23, atom 71 (H): 0.25, atom 72 (H): 0.24

***

C8H22CuF3N8O6 | ωB97M-V/def2-TZVPD

The geometry in ORCA input format:
```
! wB97M-V def2-TZVPD RIJCOSX def2/J DEFGRID3
* xyz 0 1
Cu -13.18104 -14.75051 -7.86531
C -15.66352 -13.20510 -6.56269
O -16.50338 -13.35871 -5.39039
O -15.26908 -14.41491 -6.93272
C -16.23373 -12.13121 -7.52271
F -16.35880 -10.92313 -6.94256
F -15.35590 -11.97418 -8.54199
F -17.43147 -12.41826 -8.06258
C -16.65850 -12.25775 -4.50830
C -16.81265 -12.72948 -3.05960
H -17.74356 -12.36134 -2.62411
H -16.94457 -13.81071 -2.99773
H -15.94801 -12.40183 -2.48626
H -17.58915 -11.79973 -4.86467
H -15.90061 -11.46953 -4.53194
H -14.75869 -12.66033 -6.19325
C -12.38639 -17.23494 -6.32349
O -11.89617 -16.22123 -6.78667
N -12.86763 -17.38159 -5.04223
N -12.53589 -18.41674 -6.98410
H -12.88819 -16.63234 -4.37663
H -13.16347 -18.27993 -4.71185
H -12.28241 -18.53044 -7.94497
H -12.76508 -19.25950 -6.49190
C -13.82210 -16.68123 -10.56342
O -13.72659 -16.29232 -9.41052
N -14.45104 -15.99318 -11.55921
N -13.37043 -17.91156 -10.96646
H -14.81767 -15.07304 -11.34621
H -14.25467 -16.28707 -12.49628
H -12.76015 -18.39936 -10.33856
H -13.51695 -18.34172 -11.85886
C -10.80478 -12.31824 -6.77142
O -11.86797 -12.84091 -7.08333
N -10.38195 -12.31899 -5.47596
N -10.04188 -11.59754 -7.64369
H -11.04659 -12.74252 -4.85235
H -9.48728 -12.00099 -5.16040
H -10.42533 -11.31914 -8.52809
H -9.19389 -11.15393 -7.34486
C -13.38350 -13.15426 -10.85719
O -14.50235 -13.07339 -11.33614
N -12.29937 -13.53331 -11.62961
N -13.02280 -12.70363 -9.62082
H -12.42055 -13.94788 -12.53514
H -11.54820 -13.92948 -11.08366
H -12.12405 -12.83929 -9.20306
H -13.78976 -12.17832 -9.22588
*
```

Relative energy (zero: lowest compared OMol25 entry of this formula, charge and spin), kcal per mole: 24.3
LUMO level, eV: 0.200
HOMO-LUMO gap, Ha: 0.2570

The computed natural (NBO) charges, all in e, follow: atom 1 (Cu): 0.91, atom 2 (C): 0.33, atom 3 (O): -0.56, atom 4 (O): -0.93, atom 5 (C): 0.92, atom 6 (F): -0.34, atom 7 (F): -0.36, atom 8 (F): -0.33, atom 9 (C): -0.07, atom 10 (C): -0.64, atom 11 (H): 0.20, atom 12 (H): 0.22, atom 13 (H): 0.20, atom 14 (H): 0.16, atom 15 (H): 0.16, atom 16 (H): 0.08, atom 17 (C): 0.81, atom 18 (O): -0.71, atom 19 (N): -0.83, atom 20 (N): -0.83, atom 21 (H): 0.41, atom 22 (H): 0.38, atom 23 (H): 0.40, atom 24 (H): 0.38, atom 25 (C): 0.79, atom 26 (O): -0.71, atom 27 (N): -0.84, atom 28 (N): -0.85, atom 29 (H): 0.45, atom 30 (H): 0.38, atom 31 (H): 0.39, atom 32 (H): 0.39, atom 33 (C): 0.79, atom 34 (O): -0.70, atom 35 (N): -0.84, atom 36 (N): -0.84, atom 37 (H): 0.42, atom 38 (H): 0.39, atom 39 (H): 0.41, atom 40 (H): 0.39, atom 41 (C): 0.78, atom 42 (O): -0.67, atom 43 (N): -0.85, atom 44 (N): -0.88, atom 45 (H): 0.39, atom 46 (H): 0.37, atom 47 (H): 0.41, atom 48 (H): 0.44

***

C8H20K5O12 | ωB97M-V/def2-TZVPD

The geometry in ORCA input format:
```
! wB97M-V def2-TZVPD RIJCOSX def2/J DEFGRID3
* xyz 1 1
K -1.78107 5.26170 0.27451
K -3.10505 2.86366 -3.69816
K 0.91332 1.88455 -4.75236
K 2.27386 3.54331 -0.16324
K 1.14721 -2.85210 -1.96746
C 0.39875 0.64688 -0.66005
C -0.47600 1.66802 -1.38310
O -0.54003 2.86084 -0.89599
O -0.95311 1.35838 -2.54111
H -0.01793 0.20438 0.24692
H 1.36926 1.09676 -0.50215
H 0.61070 -0.18284 -1.31948
C -4.09469 0.87118 -1.18646
C -5.09652 0.53306 -0.06008
O -5.28663 -0.67818 0.10986
O -5.69590 1.53046 0.42303
H -4.66929 0.97659 -2.12843
H -3.30106 0.14871 -1.41473
H -3.55345 1.82252 -0.96877
C 1.54380 -0.48926 3.72915
C 0.22980 -1.27114 3.88053
O -0.65988 -0.71090 4.52778
O 0.22618 -2.47666 3.44162
H 2.29987 -0.68111 4.48478
H 1.26726 0.53938 3.96220
H 1.87809 -0.45829 2.68312
C 3.57455 -2.12841 1.16576
C 3.56393 -0.88876 0.25673
O 2.97833 -0.98513 -0.88938
O 4.15817 0.11755 0.61215
H 2.80573 -2.01798 1.93355
H 4.55021 -2.17080 1.65797
H 3.52360 -3.09142 0.65438
O 2.37296 -0.81596 -3.64878
H 2.17387 0.03082 -4.04732
H 2.61354 -0.60488 -2.70833
O -0.27436 -2.72787 0.54883
H -0.04838 -2.58928 1.52511
H -0.18665 -3.67776 0.42593
O -1.55785 -1.51391 -2.73369
H -2.46096 -1.78064 -2.50949
H -1.50163 -0.56790 -2.50180
O -0.55798 2.75925 2.26499
H 0.31535 2.35214 2.34723
H -0.96991 2.29105 1.52427
*
```

LUMO level, eV: -5.773
HOMO-LUMO gap, Ha: 0.0822

The computed natural (NBO) charges, all in e, follow: atom 1 (K): 0.99, atom 2 (K): 0.96, atom 3 (K): 0.99, atom 4 (K): 0.98, atom 5 (K): 0.98, atom 6 (C): -0.74, atom 7 (C): 0.81, atom 8 (O): -0.90, atom 9 (O): -0.89, atom 10 (H): 0.30, atom 11 (H): 0.20, atom 12 (H): 0.24, atom 13 (C): -0.73, atom 14 (C): 0.74, atom 15 (O): -0.70, atom 16 (O): -0.77, atom 17 (H): 0.17, atom 18 (H): 0.18, atom 19 (H): 0.14, atom 20 (C): -0.74, atom 21 (C): 0.75, atom 22 (O): -0.72, atom 23 (O): -0.84, atom 24 (H): 0.23, atom 25 (H): 0.18, atom 26 (H): 0.18, atom 27 (C): -0.74, atom 28 (C): 0.80, atom 29 (O): -0.95, atom 30 (O): -0.74, atom 31 (H): 0.27, atom 32 (H): 0.23, atom 33 (H): 0.20, atom 34 (O): -0.95, atom 35 (H): 0.40, atom 36 (H): 0.53, atom 37 (O): -1.03, atom 38 (H): 0.54, atom 39 (H): 0.46, atom 40 (O): -0.99, atom 41 (H): 0.50, atom 42 (H): 0.49, atom 43 (O): -0.95, atom 44 (H): 0.48, atom 45 (H): 0.48